A 3-piece molecular cluster, C39H44F17N3O8 overall, computed with ωB97M-V/def2-TZVPD.

```
111
Properties=species:S:1:pos:R:3:forces:R:3
F -5.8883 2.7173 -2.0447 0.0 0.2 0.3
F 1.9353 3.3934 -0.3537 -0.2 0.0 -0.1
F 1.5475 1.5277 -4.9628 -0.1 0.0 0.0
F 1.5664 -2.9497 -5.9699 0.0 0.0 0.0
F 2.8545 3.7354 1.6027 0.0 0.0 0.0
F 2.3742 -4.0164 -4.2554 -0.1 -0.1 0.0
F 7.5099 3.1641 2.5234 0.0 0.0 0.0
F 4.3011 -1.9387 -6.2910 0.0 0.0 0.0
F 3.8848 -4.0735 -6.5657 0.0 0.0 0.0
F 5.0636 4.8729 0.1564 0.0 0.0 0.0
F 2.1745 -0.8141 -7.4847 0.0 0.0 0.0
F 5.4367 3.8685 2.6268 0.0 0.0 0.0
F 2.3470 1.3684 -7.5292 0.0 0.0 0.0
F 6.5800 0.7751 1.4914 0.1 -0.1 -0.1
F 3.4588 0.5046 -5.2834 0.0 0.0 0.0
F 3.0919 5.8061 -0.0388 0.0 0.0 0.0
F 6.4038 2.5204 0.2065 0.0 0.0 0.0
O -2.6221 2.1103 2.2481 0.1 0.1 0.1
O -0.1573 0.8416 3.1137 -0.2 0.0 0.0
O 2.4387 -1.8318 -4.2214 0.5 0.2 -0.3
O -2.3111 -1.6669 -3.0439 -0.3 -0.4 -0.1
O 1.1968 -0.4339 -0.6929 0.4 -0.1 0.1
O -4.5654 3.8167 -0.6302 -0.1 -0.4 -0.2
O -5.2568 1.2548 2.1457 -0.2 -0.2 0.1
O 4.5907 1.6305 1.2012 -0.1 0.4 0.4
N 2.8383 -4.4461 2.1612 0.0 0.1 -0.2
N -0.4484 -1.7708 -1.6631 0.0 0.6 0.0
N -5.8681 2.0710 0.1083 0.5 -0.1 -0.8
C -4.9451 1.3985 1.0051 -0.1 0.2 0.4
C -1.2265 0.7747 0.8973 0.4 -0.2 -0.2
C 3.7816 2.1126 0.1477 -0.1 -0.5 -0.4
C -1.1446 -0.0554 -0.2069 -0.3 0.0 0.1
C -4.7043 -0.5297 -1.4350 -0.1 -0.1 0.1
C -2.4907 1.2647 1.2087 -0.3 0.0 -0.2
C -1.2575 -2.6253 3.6655 0.1 0.2 0.0
C -0.9902 3.8292 3.8900 0.0 0.4 0.2
C 2.5327 -2.9189 -5.0368 -0.2 0.0 0.1
C 3.8189 4.7038 -0.3303 -0.1 0.0 -0.1
C 6.2170 2.7733 2.5713 0.0 0.0 0.1
C 0.9934 -1.0305 4.0129 -0.1 0.0 0.0
C 5.9143 1.9397 1.3163 0.0 -0.2 -0.1
C 3.1301 3.4923 0.3034 0.1 -0.2 0.4
C -1.4255 4.2649 2.4846 0.0 -0.1 0.1
C 2.1286 -4.7868 0.9178 0.2 0.2 0.6
C -6.3213 -1.5998 0.2145 -0.1 0.1 -0.2
C 0.0032 1.0659 1.7196 0.1 0.2 0.0
C -4.2914 -2.9016 -0.4981 -0.2 -0.2 -0.3
C -3.5493 -0.0020 -0.6241 0.3 0.2 -0.1
C 1.9419 -3.5405 0.0696 0.1 -0.2 -0.1
C 1.0121 -2.3626 4.4039 -0.1 -0.1 0.0
C -0.3751 -3.0771 -0.9651 0.2 -0.6 -0.1
C -1.2907 -1.2858 3.2904 0.0 0.0 0.0
C 0.9822 -3.7617 -1.1129 0.3 0.2 0.1
C -0.1071 -3.1685 4.2256 -0.2 0.1 -0.1
C 1.7503 0.3274 -6.9068 -0.1 0.1 0.0
C -5.3210 -1.8527 -0.9116 0.0 0.0 0.2
C 1.5966 -0.7332 -4.5067 -0.6 -0.1 0.5
C -2.2583 -0.4363 -0.9400 -0.2 0.2 0.1
C -0.1602 -0.4912 3.4548 0.1 -0.3 0.1
C -1.4874 4.7532 5.0103 0.2 -0.3 0.1
C 0.0426 -0.7261 -0.8143 -0.3 0.0 -0.1
C -5.3485 2.9457 -0.8208 0.1 0.1 0.1
C -1.7870 -1.3594 -2.0150 0.3 0.0 0.3
C 3.9280 -3.0684 -5.6626 0.1 0.0 0.0
C -2.6223 3.5185 1.9094 0.0 0.3 -0.1
C 2.1229 0.3743 -5.4225 0.3 -0.1 0.1
C -3.6400 0.8757 0.4736 0.3 0.1 -0.2
H 1.1559 -5.2470 1.1294 -0.1 -0.1 -0.2
H 3.8656 4.5852 -1.4161 0.0 0.0 0.0
H 2.7554 -5.5050 0.3873 -0.2 -0.1 -0.2
H 0.0995 3.8236 3.9191 0.0 -0.1 0.0
H 0.8226 -4.8332 -1.2443 0.0 0.0 0.0
H -0.0994 -4.2050 4.5314 0.1 0.0 0.0
H 0.6013 -1.0607 -4.8124 0.1 0.0 -0.2
H -0.5849 -2.9482 0.1052 -0.2 0.1 0.0
H -4.8050 -3.7484 -0.0426 0.0 0.0 0.1
H -0.8007 4.7042 5.8562 -0.1 0.0 0.1
H -1.7134 5.3177 2.5213 0.0 0.1 -0.1
H -4.3650 -0.6831 -2.4558 0.1 0.0 0.0
H -7.1030 -0.9147 -0.1256 0.0 0.1 0.1
H 4.6546 -3.3088 -4.8841 0.0 0.0 0.0
H 1.4532 -3.3994 -2.0236 -0.1 0.0 -0.1
H 2.9177 -3.2263 -0.2995 0.0 0.1 0.1
H 1.4768 -0.2493 -3.5381 0.0 0.0 0.0
H 2.7409 -5.1841 2.8463 0.1 -0.1 0.0
H 1.5837 -2.7404 0.7237 -0.1 0.1 -0.1
H 1.8549 -0.3903 4.1453 0.0 0.0 0.0
H -6.8312 -2.5226 0.4874 0.1 -0.1 0.1
H -2.1478 -3.2214 3.5171 0.0 -0.1 0.1
H 0.8161 0.4405 1.3565 0.1 0.1 -0.1
H 1.9039 -2.7778 4.8546 0.0 0.0 0.0
H -5.8477 -1.1762 1.1008 0.0 -0.1 0.1
H 2.9403 1.4196 0.1312 0.0 0.0 0.0
H -1.5237 5.7957 4.6971 -0.1 0.0 0.0
H -1.3141 2.8123 4.0988 0.1 -0.1 -0.1
H -2.4641 4.4471 5.3825 -0.1 0.1 -0.1
H -2.1998 -0.8593 2.8888 0.0 0.0 0.0
H 6.0527 2.1650 3.4626 0.0 0.0 0.0
H -0.5891 4.2147 1.7853 0.0 -0.1 0.0
H 0.6671 0.4147 -7.0267 0.0 0.0 0.0
H -3.5564 -2.5165 0.2080 0.0 0.0 0.1
H -1.1599 -3.7184 -1.3623 -0.1 0.1 -0.2
H 4.2803 2.0230 -0.8183 0.1 0.2 0.0
H -2.6261 3.6127 0.8232 -0.1 0.1 0.0
H -5.4984 0.2059 -1.4870 -0.1 0.1 -0.1
H -6.5524 1.4441 -0.2932 -0.2 0.0 0.3
H 2.4265 -3.6160 2.5724 0.0 0.0 0.0
H -3.5515 3.9435 2.2883 -0.1 -0.2 0.1
H -5.8832 -2.2707 -1.7495 0.0 0.0 -0.1
H -3.7786 -3.2934 -1.3771 0.2 0.1 0.0
H 0.2973 2.1090 1.5994 0.0 0.0 0.1
```
Forces are in eV/Å.

Its charge is 0. Its gap between HOMO and LUMO is 8.25 eV. The calculated total energy is -108204.76414 eV. As for the SMILES: CCCCOc1c(COc2ccccc2)c2c(c(CC(C)C)c1C(=O)NC(=O)F)C(=O)N(CCCCN)C2=O.FC(F)C(F)(F)COC(F)(F)C(F)F.FC(F)C(F)(F)COC(F)(F)C(F)F. The lowest unoccupied orbital energy is -1.1 eV.

These are the Mulliken partial charges, in e, on atoms 1 to 4: F -0.266; F -0.307; F -0.328; F -0.314

---

C39H44I2N11OSTl as an isolated structure, computed with ωB97M-V/def2-TZVPD.

```
99
Properties=species:S:1:pos:R:3:forces:R:3
Tl -0.1358 -0.1894 0.4341 0.6 0.7 0.8
I -1.9044 2.3634 4.0136 -0.2 0.3 -0.2
I -3.5866 7.1125 0.5772 0.2 -0.5 0.1
S 2.4246 -1.5070 -3.9519 0.0 0.4 0.1
O -0.3063 1.9161 1.4326 0.6 -1.0 -0.3
N -2.7088 0.3008 0.2437 0.6 0.1 -0.2
N 0.1934 -3.6382 -1.6618 -0.2 -0.6 -0.5
N 2.3259 0.6566 -2.5344 -0.5 0.5 0.6
N -1.5899 -3.2983 -3.0806 0.1 0.0 0.2
N 2.2052 -4.3287 -0.8273 0.0 -0.3 -0.1
N 1.3692 -2.2489 -0.2081 -0.4 0.2 0.0
N -1.1295 -1.8121 2.1286 0.2 0.2 -0.3
N -3.2233 -5.3521 5.5225 -0.2 -0.3 0.3
N 3.0830 3.3147 1.2175 0.4 -0.1 0.3
N -0.8518 1.5893 -1.4793 0.3 -0.7 -0.1
N -1.0742 -1.6999 -1.4487 0.1 0.9 0.7
C 1.9131 -1.0054 2.7359 0.1 -0.1 0.0
C 1.6700 -0.3977 -2.8437 0.2 -0.5 -0.4
C 1.2694 -3.3466 -0.8506 0.7 0.1 0.4
C -1.8256 -2.3519 4.3445 -0.1 -0.2 -0.2
C 2.8669 1.9810 0.5815 -0.1 -0.9 -0.2
C -2.5577 -2.4386 -3.7315 -0.2 0.2 0.1
C 1.9107 3.7414 2.0044 -0.8 0.2 0.7
C 5.7010 1.5302 -3.7381 0.0 0.1 0.1
C -1.5061 -3.0189 1.7228 0.0 -0.3 0.0
C -4.7990 -0.7738 0.6435 0.0 0.1 0.0
C 4.9680 -0.5506 -4.7183 0.2 0.0 -0.1
C -1.4399 -4.6383 -3.6201 0.2 -0.2 0.0
C 3.5416 0.6812 -3.1679 0.6 -0.5 -0.6
C -2.2634 1.5271 -1.8350 -0.1 0.0 -0.1
C 4.5225 1.6606 -3.0375 -0.1 0.0 0.0
C -2.0469 -3.9612 2.5771 -0.1 0.1 0.2
C -1.8548 4.7426 -0.2131 -0.1 0.2 0.1
C -4.3475 0.2064 -1.4786 0.1 0.0 0.1
C 3.9507 -0.0634 3.5728 0.1 0.0 0.1
C 3.7869 -0.4266 -4.0075 -0.2 0.1 0.3
C -0.4097 2.9686 -1.2485 0.2 0.5 0.4
C 2.9314 -0.9927 3.6780 0.0 0.0 0.0
C -2.5800 5.2727 0.8432 -0.2 0.4 -0.2
C -1.9133 3.4433 2.2042 0.3 -0.6 0.2
C -5.1904 -0.5310 -0.6668 0.2 0.0 0.1
C -2.2225 -3.6197 3.9198 0.4 0.5 -0.6
C 5.9223 0.4354 -4.5708 0.0 -0.1 -0.1
C -0.8492 -2.8228 -2.0466 -0.3 0.0 -0.3
C 3.4703 4.3514 0.2457 0.3 0.6 -0.5
C -3.5539 -0.3277 1.0539 -0.4 -0.2 0.2
C 2.8723 0.8905 1.6219 0.1 0.1 0.1
C -1.2758 -1.4910 3.4121 0.0 0.1 0.2
C -2.6366 4.6011 2.0574 -0.2 0.3 -0.1
C 1.8701 -0.0589 1.7293 -1.3 0.1 -0.8
C -1.1259 3.5750 -0.0650 0.1 -0.4 0.1
C -2.7810 -4.5671 4.8185 0.0 0.0 0.1
C 3.9322 0.8446 2.5333 -0.2 0.0 -0.2
C -3.1127 0.6184 -0.9804 -0.4 -0.1 -0.3
C -1.0934 2.9070 1.1866 -0.5 0.7 -0.1
H -4.6381 0.4698 -2.4847 0.0 0.0 -0.1
H 2.1834 4.5522 2.6779 0.2 0.0 -0.1
H 1.9024 1.9713 0.0681 0.2 0.3 0.1
H -0.9327 -0.5081 3.7002 0.0 0.1 0.0
H -0.2737 1.1938 -2.2129 -0.1 0.1 -0.1
H -6.1360 -0.8916 -1.0439 -0.1 0.0 0.0
H 1.5226 2.8985 2.5768 0.1 0.1 -0.1
H -1.3945 -5.3887 -2.8276 0.0 0.0 0.0
H -2.1719 -1.4205 -3.7874 0.0 0.1 -0.1
H 6.8541 0.3659 -5.1075 0.1 -0.1 -0.1
H 0.7181 -0.6535 -2.4221 -0.3 -0.1 0.0
H -1.8496 5.2621 -1.1617 0.0 0.0 -0.1
H -3.2268 -0.4558 2.0758 0.0 -0.1 0.0
H 4.7673 1.5248 2.4244 0.2 0.1 0.0
H 2.1064 -5.1989 -1.3191 0.0 0.0 0.0
H -2.7012 2.5259 -1.6983 0.1 -0.1 -0.1
H 4.7506 -0.0412 4.2964 0.1 0.0 0.0
H 3.8582 3.1910 1.8833 -0.2 0.1 -0.2
H 0.3055 -4.4720 -2.2173 0.0 0.1 0.0
H -3.2365 4.9853 2.8658 0.0 0.1 0.1
H 2.9202 -1.7044 4.4882 0.0 -0.1 0.1
H 3.6643 1.8125 -0.1490 -0.1 0.2 0.1
H 4.3364 2.5092 -2.3996 0.0 0.2 0.1
H -2.7145 -2.7843 -4.7511 0.0 0.0 0.1
H -3.5176 -2.4324 -3.2056 0.0 0.0 0.0
H 5.1399 -1.3861 -5.3759 0.0 -0.1 -0.1
H 1.1224 4.0827 1.3340 0.1 -0.1 -0.1
H 6.4624 2.2887 -3.6526 0.1 0.1 0.0
H -1.9420 -2.0498 5.3716 0.0 0.0 0.1
H -1.3546 -3.2320 0.6747 0.0 -0.1 -0.1
H -1.8969 -1.2238 -1.7882 -0.2 -0.2 -0.1
H -2.3128 -4.8692 -4.2268 0.1 0.0 0.1
H -5.4483 -1.2951 1.3286 0.0 0.0 0.1
H 4.4271 4.1055 -0.2142 -0.1 -0.1 0.1
H 3.0395 -4.2075 -0.2817 0.0 0.0 0.0
H 0.6740 2.9458 -1.0974 -0.1 0.0 -0.1
H -0.5531 -4.7162 -4.2576 0.0 -0.1 0.0
H 2.7086 4.4339 -0.5299 0.0 -0.1 0.1
H 1.1496 -1.7639 2.8030 0.0 -0.1 0.0
H -0.6021 3.5952 -2.1345 0.1 -0.2 0.1
H -2.4041 1.2583 -2.8869 0.1 0.0 0.0
H 3.5626 5.3141 0.7490 -0.1 -0.1 0.0
H 2.2248 -2.1904 0.3306 0.1 0.0 0.0
H -2.3399 -4.9360 2.2201 0.0 -0.1 -0.1
```
Forces are in eV/Å.

Its charge is +2. Its gap between HOMO and LUMO is 6.08 eV. The calculated total energy is -91312.13377 eV. The lowest unoccupied orbital energy is -5.5 eV.

These are the Mulliken partial charges, in e, on atoms 1 to 4: Tl 2.579; I 0.025; I 0.088; S -0.274